No. 1
The following is a quantum chemistry calculation of the ion C6H13O with charge -1 at a distorted geometry, from the OMol25 dataset.

## Properties
**Net charge**: -1
**Energy**: -311.62810 Ha
**Relative energy (zero: lowest compared OMol25 entry of this formula, charge and spin)**: 2.5 kcal/mol

Structure (XYZ):
```
20
C6H13O (ωB97M-V/def2-TZVPD)
C 1.8941 -1.1792 1.3626
O 2.1948 -1.7571 2.5304
C 0.3823 -0.7674 1.2328
C 0.0901 0.1019 0.0101
C 0.2539 -0.6789 -1.2890
C -1.2550 0.8074 0.0904
C -1.5726 1.7342 -1.0832
H 2.4186 -0.1927 1.1965
H 2.1129 -1.8301 0.4802
H -0.1883 -1.6988 1.1370
H 0.2166 -0.2064 2.1520
H 0.8320 0.9118 -0.0105
H -0.0248 -0.1013 -2.1679
H 1.3036 -0.9498 -1.4171
H -0.3594 -1.5923 -1.3172
H -1.2696 1.3988 1.0092
H -2.0592 0.0805 0.2568
H -2.2823 2.5149 -0.7971
H -2.0158 1.1860 -1.9204
H -0.6720 2.2186 -1.4557
```

No. 2
The following is a quantum chemistry calculation of a cluster of 2 separate species, C3H8S in total at a distorted geometry, from the OMol25 dataset.

## Properties
**Net charge**: 0
**Energy**: -517.19804 Ha
**Relative energy (zero: lowest compared OMol25 entry of this formula, charge and spin)**: 51.8 kcal/mol

Structure (XYZ):
```
12
C3H8S (ωB97M-V/def2-TZVPD)
C 0.5473 -1.1078 0.9874
C -0.3814 0.0176 0.4527
C 0.1519 0.8258 -0.7288
S -0.9902 2.1165 -1.1938
H 0.0783 -1.7150 1.7574
H 1.4993 -0.7402 1.3888
H 0.7946 -1.7918 0.1697
H -1.3130 -0.4681 0.1199
H -0.6831 0.7209 1.2352
H 0.4970 0.1927 -1.5534
H 1.0874 1.3018 -0.3666
H -1.2880 0.6475 -2.2683
```

No. 3
The following is a quantum chemistry calculation of a structure of composition C22H28BiN10O4 at a distorted geometry, from the OMol25 dataset.

## Properties
**Net charge**: +3
**Energy**: -1917.22700 Ha
**Relative energy (zero: lowest compared OMol25 entry of this formula, charge and spin)**: 12.0 kcal/mol

Structure (XYZ):
```
65
C22H28BiN10O4 (ωB97M-V/def2-TZVPD)
Bi 1.2357 2.0284 -0.7846
N 4.6389 3.8953 -0.6344
N 4.2043 5.2154 -0.4915
C 2.9388 5.5665 -0.4184
N 2.6652 6.8818 -0.2905
N 1.9964 4.5409 -0.3502
N 0.7144 4.9151 -0.3394
O -0.0190 3.8825 -0.3887
O 0.2751 6.0395 -0.2900
H 5.3163 3.6877 0.0440
H 5.0838 3.7337 -1.4942
H 4.8925 5.9259 -0.5448
H 3.4070 7.5788 -0.1120
H 1.7294 7.1438 -0.2953
C -3.0736 2.7269 -0.9604
C -1.9579 1.8125 -0.5360
O -0.9079 1.7008 -1.2372
N -2.0552 1.0323 0.5581
C -0.9870 -0.0236 0.8183
C 0.0972 0.3849 1.7178
C 0.2541 -0.2778 2.9061
C 1.2107 0.1759 3.8149
C 2.0047 1.2735 3.4963
C 1.9076 1.8057 2.2621
N 0.9287 1.3698 1.3908
H -2.6684 3.7493 -1.1410
H -3.8990 2.8545 -0.2595
H -3.4669 2.3902 -1.9336
H -2.9710 1.1289 1.0338
H -0.6814 -0.3787 -0.1255
H -1.5061 -0.8991 1.2055
H -0.4531 -1.0656 3.1164
H 1.1223 -0.1693 4.8758
H 2.7081 1.8038 4.1492
H 2.5018 2.6427 1.9487
C -3.4053 -3.0141 2.5979
C -2.7982 -3.4209 1.2536
C -3.2095 -2.9144 0.0017
C -2.6071 -3.4007 -1.1768
C -1.7053 -4.4834 -1.1255
N -1.1260 -5.0191 -2.3077
C -0.6858 -4.3480 -3.4323
O -0.7077 -4.7203 -4.5582
N -0.1697 -3.0158 -3.2473
C 0.4846 -2.3345 -2.3144
C 1.3726 -3.0698 -1.4370
C 2.0150 -2.3504 -0.4570
C 1.9872 -0.9236 -0.5848
N 1.2247 -0.3110 -1.3892
C 0.4299 -0.9477 -2.2635
C -1.2964 -5.0052 0.1255
C -1.8860 -4.4340 1.2575
H -3.2900 -1.8970 2.7524
H -2.9732 -3.6153 3.3899
H -4.4788 -3.1616 2.5759
H -4.0841 -2.2891 -0.0054
H -2.8980 -3.0633 -2.1458
H -1.1871 -6.0198 -2.5083
H -0.2281 -2.6144 -4.1605
H 1.4975 -4.1856 -1.4699
H 2.4458 -2.8432 0.4317
H 2.7887 -0.4076 -0.0614
H -0.3135 -0.4371 -2.8845
H -0.7306 -5.9279 0.2282
H -1.6520 -4.8979 2.2046
```

No. 4
The following is a quantum chemistry calculation of a cluster of 2 separate species, C5H10O2 in total, from the OMol25 dataset.

## Properties
**Net charge**: 0
**Energy**: -346.91668 Ha
**Relative energy (zero: lowest compared OMol25 entry of this formula, charge and spin)**: 68.2 kcal/mol

Structure (XYZ):
```
17
C5H10O2 (ωB97M-V/def2-TZVPD)
C 2.1722 -0.5483 -0.3253
C 1.5906 0.7195 0.2389
O 0.3355 1.1338 -0.3043
C 0.3761 0.6562 1.0456
C -2.4440 0.1938 0.1927
C -2.0267 -0.8299 -0.5547
O -1.0801 -0.7946 -1.5217
H 2.8314 -1.0104 0.4164
H 1.3703 -1.2522 -0.5752
H 2.7521 -0.3525 -1.2321
H 2.2688 1.5557 0.3953
H -0.5748 0.0357 -1.4043
H -0.0736 -0.3192 1.2250
H 0.1278 1.4179 1.7810
H -2.0632 1.2018 0.0470
H -3.1489 0.0306 0.9987
H -2.4136 -1.8379 -0.4230
```

No. 5
The following is a quantum chemistry calculation of a structure of composition C7H6 at a distorted geometry, from the OMol25 dataset.

## Properties
**⟨S²⟩**: 2.020
**Net charge**: 0
**Energy**: -269.90111 Ha
**Relative energy (zero: lowest compared OMol25 entry of this formula, charge and spin)**: 103.0 kcal/mol
**Spin multiplicity**: 3

Structure (XYZ):
```
13
C7H6 (ωB97M-V/def2-TZVPD)
C 0.3969 0.1879 2.1921
C 1.1890 1.2355 2.0821
C 0.8831 -1.7272 0.7900
C 0.4146 -1.2076 1.8928
C 1.1370 1.0149 0.5527
C 0.4027 -0.3760 0.4165
C -1.0092 -0.2025 -0.2107
H 0.9055 -2.7361 0.3248
H 0.7367 1.9277 0.1191
H 2.2237 1.0676 0.2067
H -0.9754 0.1682 -1.2090
H -1.3728 0.6198 0.5678
H -1.6933 -1.0257 -0.0284
```